<w>
ORCA calculation (wB97M-V/def2-TZVPD) on a structure of composition C3H4I2.

Properties
spin multiplicity: 1
HOMO level: -9.1 eV
charge: 0
LUMO energy: 0.07 eV
M: 293.9 g mol⁻¹
Kohn-Sham gap: 9.20 eV

Each line ends with the Löwdin charge.
CARTESIAN COORDINATES (ANGSTROEM)
1 C -0.51535 -0.74623 0.17401  -0.30
2 C 0.42615 -0.11028 -0.88288  -0.19
3 C -0.09809 0.69982 0.48206  -1.43
4 I -1.53496 2.21891 0.36978  0.78
5 I 1.40131 0.87436 1.88038  0.85
6 H -1.49735 -1.14310 -0.10728  0.10
7 H 0.03803 -1.52973 0.73981  0.08
8 H 1.41194 -0.38617 -0.71479  0.02
9 H 0.36832 0.12242 -1.94110  0.09

<x>
ORCA calculation (wB97M-V/def2-TZVPD) on a cluster of 2 separate species, C3H4I2 in total.

Properties
SMILES: IC1=CC1.I
spin multiplicity: 1
HOMO level: -9.2 eV
charge: 0
LUMO energy: 0.14 eV
M: 293.9 g mol⁻¹
Kohn-Sham gap: 9.35 eV

Each line ends with the Löwdin charge.
CARTESIAN COORDINATES (ANGSTROEM)
1 I 0.92899 2.26663 0.14511  0.74
2 C -0.53657 0.72108 -0.06532  -0.69
3 C -1.20606 -0.20499 -0.70576  -0.09
4 C -1.71974 0.09589 0.67074  -0.18
5 H -1.19492 -0.97805 -1.40730  0.07
6 H -2.73351 0.48111 0.79130  0.08
7 H -1.33317 -0.48246 1.48478  0.06
8 I 4.28492 -1.05390 0.16705  0.46
9 H 3.51006 -0.84531 -1.08060  -0.46

<w> is favored, and the nearest alternative lies 149.6 kJ/mol above it.

<w>
ORCA calculation (wB97M-V/def2-TZVPD) on a structure of composition C16H24F6Na2O12P.

Properties
spin multiplicity: 1
HOMO level: -12.6 eV
charge: +1
LUMO energy: -4.40 eV
M: 599.3 g mol⁻¹
Kohn-Sham gap: 8.18 eV

Each line ends with the Löwdin charge.
CARTESIAN COORDINATES (ANGSTROEM)
1 Na -0.19023 -1.78121 1.78510  0.70
2 Na -1.36862 1.53444 -1.71361  0.74
3 P -0.21194 0.17948 0.21818  0.51
4 F -1.25335 -0.60178 1.25881  -0.17
5 F 0.78284 0.69233 1.37552  -0.08
6 F 0.39758 -1.39852 0.13644  -0.23
7 F 0.71680 0.75769 -0.93585  -0.14
8 F -1.17604 -0.17292 -1.05808  -0.21
9 F -1.31009 1.45175 0.34601  -0.14
10 C -4.00522 0.41352 1.49560  0.02
11 C -3.38253 -0.77348 0.71959  -0.26
12 C -4.27075 -2.06317 0.65891  -0.07
13 O -4.46846 -2.35884 -0.70737  0.07
14 C -3.86303 -1.40200 -1.48083  -0.61
15 O -3.90529 -1.38495 -2.68340  0.18
16 O -3.18982 -0.50033 -0.68507  -0.03
17 H -4.27601 0.16987 2.52292  0.10
18 H -4.89375 0.83304 1.02377  0.10
19 H -3.25692 1.20607 1.50055  0.07
20 H -2.37163 -1.03201 1.03475  0.00
21 H -5.21516 -1.82448 1.14800  0.13
22 H -3.82412 -2.85043 1.26624  0.13
23 C -2.02486 -2.61283 -1.45704  0.03
24 C -0.84266 -2.85993 -2.44367  -0.26
25 C 0.44505 -2.13737 -2.25490  -0.13
26 O 1.40371 -3.16995 -2.37023  0.07
27 C 0.82589 -4.38625 -2.25152  -0.49
28 O 1.32089 -5.49447 -2.14474  0.17
29 O -0.50167 -4.17051 -2.19647  0.09
30 H -2.35161 -1.57466 -1.51664  0.04
31 H -1.61173 -2.74665 -0.45728  0.11
32 H -2.85451 -3.30316 -1.60951  0.13
33 H -1.09039 -2.83333 -3.50481  0.17
34 H 0.41383 -1.53410 -1.34760  0.05
35 H 0.58006 -1.42291 -3.06694  0.15
36 C 2.89870 -1.54977 -0.26993  0.01
37 C 3.65880 -0.28598 -0.44891  -0.32
38 C 2.76835 0.95559 -0.32833  -0.12
39 O 3.40858 1.84245 0.60628  0.02
40 C 4.29772 1.14917 1.28586  -0.44
41 O 4.97049 1.64432 2.17449  0.18
42 O 4.41858 -0.13112 0.67357  0.09
43 H 2.30841 -1.82662 -1.14344  0.07
44 H 2.25146 -1.47827 0.60419  0.08
45 H 3.56274 -2.39613 -0.09440  0.12
46 H 4.22966 -0.25887 -1.37706  0.17
47 H 1.89666 0.57974 0.20741  0.05
48 H 2.49259 1.41873 -1.27571  0.16
49 C 1.14728 2.48507 0.55779  -0.12
50 C 1.82625 3.49823 1.33955  -0.22
51 C 1.21971 4.89732 1.06990  -0.09
52 O 0.94412 5.29394 2.34586  0.12
53 C 1.34441 4.53570 3.29282  -0.64
54 O 1.26345 4.83960 4.47879  0.14
55 O 1.82435 3.45837 2.79924  0.17
56 H 1.22395 2.76602 -0.49259  0.13
57 H 0.09195 2.30648 0.76381  0.09
58 H 1.56870 1.50088 0.76244  -0.02
59 H 2.82324 3.55246 0.90229  0.16
60 H 0.40905 4.81564 0.34584  0.13
61 H 1.97449 5.53912 0.61546  0.14

<x>
ORCA calculation (wB97M-V/def2-TZVPD) on a structure of composition C16H24F6Na2O12P.

Properties
spin multiplicity: 1
HOMO level: -11.9 eV
charge: +1
LUMO energy: -4.52 eV
M: 599.3 g mol⁻¹
Kohn-Sham gap: 7.43 eV

Each line ends with the Löwdin charge.
CARTESIAN COORDINATES (ANGSTROEM)
1 Na -4.67197 0.72124 0.05130  0.87
2 Na -1.50384 -3.60173 -2.50605  0.80
3 P -1.61175 -1.19718 -0.52221  0.23
4 F -2.12513 -1.24932 0.97386  -0.10
5 F -0.32244 -0.31933 -0.26980  -0.08
6 F -0.82299 -2.64738 -0.33955  -0.17
7 F -1.18254 -1.18555 -2.13339  -0.19
8 F -2.96552 -2.02571 -0.99680  -0.19
9 F -2.48897 0.16907 -0.72634  -0.19
10 C 3.25475 0.83384 0.31834  -0.01
11 C 2.57898 0.09833 1.46492  -0.33
12 C 2.43720 -1.38275 1.19696  -0.06
13 O 3.48897 -1.97634 2.05362  0.05
14 C 3.92347 -1.02104 2.89343  -0.60
15 O 4.69468 -1.17098 3.79349  0.16
16 O 3.28402 0.12261 2.67486  0.11
17 H 4.21741 0.44547 -0.02689  0.10
18 H 3.42024 1.87615 0.59409  0.08
19 H 2.62931 0.79448 -0.57719  0.08
20 H 1.57934 0.52932 1.53288  0.13
21 H 2.74012 -1.75437 0.21733  0.13
22 H 1.51384 -1.89310 1.46001  0.11
23 C -0.16535 -4.47716 5.14408  -0.03
24 C 0.18946 -3.01034 5.18691  -0.29
25 C 1.41347 -2.63564 4.35135  -0.07
26 O 1.06953 -1.34490 3.82399  0.05
27 C -0.27266 -1.18256 3.93744  -0.56
28 O -0.87715 -0.31438 3.38079  0.15
29 O -0.83013 -2.25530 4.49776  0.09
30 H -1.15073 -4.63150 5.59339  0.09
31 H 0.48457 -5.06664 5.79380  0.09
32 H -0.19345 -4.92502 4.15230  0.09
33 H 0.21251 -2.67606 6.22520  0.16
34 H 1.63053 -3.40367 3.60791  0.14
35 H 2.30448 -2.47235 4.95845  0.15
36 C 0.02827 3.06497 -1.76036  -0.02
37 C -0.06276 3.86279 -0.44779  -0.25
38 C -1.08196 3.25804 0.57450  -0.10
39 O -0.28315 2.78709 1.62605  0.09
40 C 0.99711 3.12050 1.44259  -0.59
41 O 1.86343 3.04681 2.25109  0.18
42 O 1.18862 3.62643 0.21280  0.08
43 H 0.43514 2.06590 -1.65003  0.09
44 H 0.44353 3.72444 -2.52009  0.08
45 H -0.99344 2.92052 -2.14489  0.08
46 H -0.24241 4.91778 -0.63994  0.15
47 H -1.71231 2.55726 0.02450  0.10
48 H -1.72556 4.05968 0.94710  0.13
49 C -3.43971 1.09504 -5.73176  -0.01
50 C -2.24899 0.62544 -4.88401  -0.32
51 C -1.17007 -0.11906 -5.67422  -0.06
52 O 0.00486 0.68013 -5.41958  0.08
53 C -0.33198 1.83695 -4.83651  -0.56
54 O 0.34788 2.79907 -4.78267  0.18
55 O -1.60454 1.76249 -4.33850  0.05
56 H -3.67533 0.40221 -6.54691  0.08
57 H -3.18438 2.06074 -6.16896  0.10
58 H -4.41321 1.21224 -5.25288  0.08
59 H -2.59733 0.11966 -3.97499  0.13
60 H -1.36828 -0.11027 -6.74373  0.13
61 H -1.05573 -1.14707 -5.34110  0.12

<x> is favored, and the nearest alternative lies 1884.9 kJ/mol above it.

<w>
ORCA calculation (wB97M-V/def2-TZVPD) on the ion C3H11N2 with charge +2.

Properties
spin multiplicity: 2
HOMO level (alpha / beta): -22.3 / -22.3 eV
charge: +2
LUMO energy (alpha / beta): -8.10 / -13.89 eV
M: 75.1 g mol⁻¹
Kohn-Sham gap (alpha / beta): 14.17 / 8.38 eV

Each line ends with the Löwdin charge.
CARTESIAN COORDINATES (ANGSTROEM)
1 N -2.05035 0.50515 0.17132  0.34
2 C -0.96256 1.12433 -0.57871  -0.09
3 C 0.33968 0.31604 -0.83460  -0.06
4 N 0.46600 -0.97307 -0.05691  0.05
5 C 1.73369 -1.03620 0.93937  0.12
6 H -0.27296 -0.92486 0.63311  0.14
7 H -2.96581 0.64810 -0.27997  0.18
8 H -2.16923 0.77055 1.16027  0.19
9 H -0.70390 1.99945 0.05212  0.18
10 H -1.37246 1.61388 -1.46059  0.16
11 H 1.22252 0.92726 -0.71610  0.14
12 H 0.40994 0.03708 -1.88527  0.15
13 H 0.55089 -1.84850 -0.56693  0.19
14 H 2.34258 -0.22624 0.65062  0.09
15 H 1.36116 -0.87218 1.93309  0.10
16 H 2.07081 -2.06079 0.83918  0.12

<x>
ORCA calculation (wB97M-V/def2-TZVPD) on the ion C3H11N2 with charge +2.

Properties
spin multiplicity: 2
HOMO level (alpha / beta): -21.5 / -21.8 eV
charge: +2
LUMO energy (alpha / beta): -7.86 / -12.77 eV
M: 75.1 g mol⁻¹
Kohn-Sham gap (alpha / beta): 13.65 / 9.06 eV

Each line ends with the Löwdin charge.
CARTESIAN COORDINATES (ANGSTROEM)
1 C -0.93927 0.62022 -0.41124  -0.06
2 C -0.76627 -0.61196 0.47193  -0.13
3 C 0.64707 -0.90221 1.07525  -0.12
4 N 1.33097 0.26868 1.56120  0.34
5 N -0.34095 0.37607 -1.89289  0.20
6 H -0.34146 1.50267 -0.19898  0.12
7 H -1.96517 0.90725 -0.65734  0.15
8 H -1.27796 -1.49547 0.10212  0.14
9 H -1.31169 -0.31509 1.38389  0.14
10 H 0.61252 -1.61764 1.91125  0.18
11 H 1.25762 -1.36957 0.28015  0.17
12 H 1.25443 1.24020 1.26660  0.16
13 H 2.32625 0.08446 1.75526  0.18
14 H -0.45635 1.33990 -2.22236  0.17
15 H 0.67981 0.30074 -1.88815  0.16
16 H -0.70954 -0.32824 -2.53667  0.18

<y>
ORCA calculation (wB97M-V/def2-TZVPD) on a cluster of 2 separate species, C3H11N2 in total.

Properties
spin multiplicity: 2
HOMO level (alpha / beta): -20.4 / -20.4 eV
charge: +2
LUMO energy (alpha / beta): -10.96 / -14.54 eV
M: 75.1 g mol⁻¹
Kohn-Sham gap (alpha / beta): 9.42 / 5.83 eV

Each line ends with the Löwdin charge.
CARTESIAN COORDINATES (ANGSTROEM)
1 C 2.23957 0.02923 1.60502  0.21
2 N 2.12460 -0.27528 0.38228  0.30
3 H 1.47065 -0.09085 2.38638  0.17
4 H 3.10189 0.63072 1.94540  0.19
5 H 3.03589 -0.43096 -0.10161  0.20
6 H 0.64577 0.53509 -0.38158  0.08
7 C -1.53923 -1.14847 -0.77264  -0.06
8 C -1.54407 0.18863 -0.10193  -0.15
9 N -0.27060 0.98632 -0.58133  0.16
10 H -0.64071 -1.75610 -0.69761  0.09
11 H -2.43937 -1.72359 -0.51067  0.12
12 H -1.76562 -0.99376 -1.83691  0.10
13 H -2.30194 0.95583 -0.22107  0.14
14 H -1.32843 0.16447 0.97480  0.12
15 H -0.39514 0.93182 -1.60618  0.17
16 H -0.39325 1.99689 -0.48234  0.17

<x> is favored, and the nearest alternative lies 105.9 kJ/mol above it.